[1]
ORCA calculation (ωB97M-V with the def2-TZVPD basis set) on an isolated molecule of C6H13NO2 at a distorted geometry.

For the highest occupied orbital energy, the calculation gives -9.089 eV. The calculation puts the LUMO energy at 0.844 eV. Its total energy is -441.6601 Eh. As for the energy above the lowest of the compared OMol25 structures with the same formula, charge and spin: 12.5 kcal per mole. As for the strongest force on any atom: 1.6 eV/A.

CARTESIAN COORDINATES (ANGSTROEM)
C -0.32021 2.38856 0.45165
N 0.81153 1.47994 0.41640
C 0.57295 0.12607 1.01973
C -0.09900 -0.76779 -0.03196
C -1.61704 -0.82686 0.11900
C 0.48342 -2.18176 -0.00514
C 0.27371 -0.05802 -1.37755
O -0.52864 0.41724 -2.13854
O 1.55911 -0.25222 -1.71185
H -0.79911 2.43732 1.44037
H -1.06548 2.06949 -0.27489
H 0.01311 3.38566 0.16912
H 1.60809 1.91102 0.87497
H 1.55968 -0.27560 1.25543
H -0.04907 0.18608 1.92686
H -2.05599 0.16596 0.11018
H -1.87796 -1.31268 1.05751
H -2.04897 -1.38671 -0.70792
H 0.01645 -2.79388 -0.77469
H 1.55610 -2.16446 -0.17842
H 0.29519 -2.63923 0.96483
H 1.71214 0.09187 -2.60508

Atomic forces in eV per Å
-0.2 -0.1 0.1
0.2 -0.5 0.9
0.1 1.1 -0.5
0.4 0.6 -0.6
0.2 0.1 -0.2
0.0 0.2 -0.1
-0.7 -1.4 -0.1
0.1 0.3 0.1
0.5 -0.1 0.0
0.0 0.1 0.0
0.0 0.1 0.0
0.0 0.0 0.0
-0.1 -0.1 -0.1
-0.1 0.0 0.1
0.2 -0.1 0.0
-0.1 0.1 0.0
0.0 -0.1 0.1
-0.1 -0.1 0.0
0.0 -0.1 0.0
0.1 0.0 0.0
-0.1 -0.1 0.1
-0.2 0.1 0.2

---

[2]
ORCA calculation (ωB97M-V with the def2-TZVPD basis set) on a structure of composition C9H18Cl2ORhS at a distorted geometry.

For the highest occupied orbital energy (alpha / beta), the calculation gives -2.596 / -4.868 eV. Its total charge is -1. Its spin multiplicity is 5. The calculation puts the LUMO energy (alpha / beta) at 2.677 / 2.645 eV. Its total energy is -1857.8958 Eh. As for the energy above the lowest of the compared OMol25 structures with the same formula, charge and spin: 1.7 kcal per mole. As for the strongest force on any atom: 6.0 eV/A.

CARTESIAN COORDINATES (ANGSTROEM)
Rh -1.07397 2.22776 0.58657
Cl -1.64156 4.32487 -0.23722
Cl 0.65021 1.66132 1.75576
C 1.96339 -0.83809 -0.34466
H 2.42041 0.05744 -0.13583
H 1.50506 -1.12639 0.57787
C -0.66722 0.63091 -0.48777
C 1.36523 -1.09507 -1.40732
H -0.90559 -0.54096 -0.25888
C 1.66264 -0.33304 -2.65134
H 0.53100 -1.87518 -1.41776
C 1.47939 1.18400 -2.52661
H 2.69238 -0.61926 -2.81275
H 0.98569 -0.69083 -3.41730
C 0.08227 1.54390 -2.76655
H 1.74502 1.46290 -1.52834
H 2.17580 1.70659 -3.16131
C -1.01386 0.72124 -1.89740
H -0.15082 2.61376 -2.51834
H -0.16503 1.42386 -3.81219
H -1.91952 1.38090 -1.70781
H -1.20689 -0.17726 -2.51826
C -1.68181 -0.18521 2.95140
S -1.51793 -1.89355 2.59015
C -0.50776 -2.45008 3.97442
O -0.67744 -2.07654 1.38264
H -0.73368 0.24518 3.37177
H -2.52100 -0.02240 3.65577
H -1.89787 0.43621 2.02031
H -1.19318 -2.70360 4.81336
H 0.03246 -3.33958 3.65179
H 0.18420 -1.65381 4.27582

Atomic forces in eV per Å
-1.9 1.7 -0.6
-0.2 0.4 0.0
3.0 -0.1 2.4
0.2 0.1 5.6
2.0 1.9 -0.3
0.1 -1.2 0.6
-1.1 -5.9 -0.2
-3.5 -2.3 -4.3
0.9 3.0 0.6
-0.1 -0.2 -0.1
1.3 1.0 -0.1
0.9 -1.1 0.6
0.3 0.2 -0.9
0.3 -0.2 -0.7
-3.2 1.6 0.8
0.2 0.2 0.8
0.1 0.3 -0.6
0.5 2.4 -2.0
0.6 -0.7 -0.3
-0.2 -0.1 -0.5
0.3 -0.6 -1.8
-0.3 0.0 0.9
0.4 2.2 0.5
-0.6 -1.3 -0.7
-0.4 0.5 0.9
0.3 0.0 0.0
-0.9 -0.4 -0.4
0.4 -0.3 -0.2
0.1 -1.2 0.8
0.5 0.2 -0.4
-0.1 0.1 -0.1
0.0 -0.3 -0.1

---

[3]
ORCA calculation (ωB97M-V with the def2-TZVPD basis set) on a cluster of 40 separate species, H80O40 in total at a distorted geometry.

For the highest occupied orbital energy, the calculation gives -10.787 eV. The calculation puts the LUMO energy at -0.357 eV. Its total energy is -3057.3605 Eh. As for the energy above the lowest of the compared OMol25 structures with the same formula, charge and spin: 249.0 kcal per mole. As for the strongest force on any atom: 5.4 eV/A.

CARTESIAN COORDINATES (ANGSTROEM)
H -0.05529 -4.50425 -3.59965
H -0.35733 -4.56842 -5.02746
O -0.08105 -3.88458 -4.43497
H 0.05830 1.55638 -0.43702
H 1.22706 0.76222 -1.17882
O 0.59278 0.79268 -0.38523
H -1.97864 1.48149 -1.21099
H -2.59127 2.44729 -0.02799
O -2.18652 2.35218 -0.91655
H -0.27078 2.91404 -2.13130
H -0.13091 1.34581 -2.70979
O 0.20498 2.23451 -2.64022
H 3.58708 1.29566 -1.86869
H 2.49098 1.39887 -2.93253
O 2.67482 0.94931 -2.09795
H -6.31619 1.31891 0.99050
O -6.66727 2.18598 0.75999
H -1.44543 -3.83707 -0.70269
O -1.97051 -3.61221 -1.56087
H -2.74666 3.36847 4.23447
H -1.64422 2.95582 5.00300
O -2.62432 3.30242 5.16637
H 0.57496 -0.66396 0.19236
H 1.30644 -1.56802 0.87578
O 0.64739 -1.64252 0.16936
H 2.80203 -2.63882 -1.23929
H 2.57527 -3.17894 -2.60068
O 2.12208 -3.10985 -1.73936
H -3.38505 -3.36706 -4.06502
H -1.84473 -3.58916 -4.03848
O -2.70225 -4.03358 -4.22876
H 1.93773 2.43837 -4.10990
O 2.22605 2.70949 -4.94942
H -0.46522 4.08181 -4.07735
H 0.50772 5.15996 -3.81147
O 0.40360 4.33901 -4.31780
H 4.02545 -0.09463 4.68362
H 3.12019 0.96441 4.40616
O 3.65788 0.66075 5.15397
H 0.29322 1.69094 2.55054
H -0.25019 2.37320 1.15440
O -0.41913 1.83781 1.90077
H -4.24828 2.78133 1.94475
H -3.11857 1.76327 2.33333
O -3.29399 2.54532 1.84610
H 0.90985 -3.48332 -0.00558
H 1.77620 -3.76098 1.33737
O 1.11571 -4.09034 0.73121
H 0.31481 -1.19062 5.39047
H -0.60647 -0.79187 3.95191
O 0.06606 -0.83819 4.56784
H 0.10204 4.86353 -0.15332
O 0.27779 5.03808 -1.07592
H 2.58261 -2.27210 2.97473
H 1.29064 -1.61042 2.77888
O 2.18336 -1.60039 2.39688
H -3.05507 4.76226 1.32874
O -2.17712 4.92429 0.86852
H -5.62566 -2.21677 -1.17317
H -5.80055 -3.56972 -1.44718
O -5.06386 -3.06021 -1.16569
H 4.65073 -2.74587 4.32803
H 3.50426 -3.67864 4.74080
O 3.76197 -3.01366 4.10166
H 3.27446 -0.73925 -3.65315
H 4.70193 -1.45116 -3.56786
O 3.81900 -1.41983 -3.24568
H -1.99710 -0.63830 -1.92825
H -1.47946 -1.08163 -0.48025
O -2.07153 -0.37353 -0.96757
H 0.14471 -0.84898 -3.17084
H -1.02029 -1.64687 -2.16797
O -0.78232 -1.23463 -3.04470
H 0.13145 1.42945 4.65123
H 0.67842 2.75129 5.35702
O 0.06359 2.37050 4.76125
H -2.78717 4.66108 -1.34639
H -1.77044 3.87393 -1.82086
O -2.23755 4.71738 -2.12580
H 3.16739 4.34424 1.81360
H 3.32816 2.81065 1.24977
O 2.80996 3.48058 1.72435
H -0.55292 -5.11022 -1.86833
H 0.60787 -5.81550 -1.56525
O -0.19406 -5.96796 -2.05211
H 2.72426 -5.13776 0.85602
H 2.27453 -6.24906 1.46301
O 3.03338 -5.62648 1.64198
H 5.85128 -0.05363 -1.26810
O 6.07644 0.73710 -1.75011
H -0.95111 -1.43740 1.32262
H -1.52310 -2.43832 2.29627
O -1.25928 -1.54206 2.20399
H -0.63215 5.25752 -1.31327
H -6.23116 2.21850 -0.11958
H -1.40970 4.49012 1.33866
H -2.73423 -4.14760 -1.67133
H 1.53706 2.97319 -5.60270
H 5.43763 0.95241 -2.38951
O -2.33781 -4.11277 0.86708
H -2.37238 -4.83668 0.23527
H -2.99195 -3.37940 0.69576
O -4.46932 0.51323 0.67393
H -4.40125 0.57495 -0.29999
H -3.57593 0.35033 1.02371
O 4.32641 0.14280 2.71685
H 3.94300 -0.40533 1.97490
H 4.04348 1.01905 2.44370
O -2.45018 -1.24110 4.94347
H -2.19383 -1.77732 5.70379
H -2.61023 -0.35326 5.33840
O 4.89272 2.01211 0.69132
H 5.14509 2.65947 1.32565
H 5.73430 1.85638 0.17808
O 3.02602 3.87242 -2.00279
H 2.25699 4.31412 -2.46419
H 3.10576 4.31022 -1.16288
O -5.06187 -1.15161 -3.29417
H -4.97466 -2.10802 -3.37989
H -4.42140 -0.65581 -3.84167

Atomic forces in eV per Å
0.3 1.9 -1.8
-0.3 -0.5 -1.3
0.5 -1.6 3.1
-0.7 1.0 -0.4
-0.9 0.6 1.6
2.1 -1.3 -1.0
-0.2 -1.6 0.6
0.3 -0.8 -0.3
0.1 2.2 0.4
0.1 -1.1 -0.1
-1.2 0.1 0.6
1.1 0.8 -0.8
-1.8 -0.4 0.1
0.0 0.1 0.4
1.9 0.2 -0.3
-0.1 -0.2 0.7
0.6 -0.2 -1.2
-1.9 0.8 -2.0
3.5 0.9 1.1
-1.2 0.5 -1.4
-2.2 0.8 1.4
3.4 -1.4 -0.1
-0.8 0.5 -1.4
0.5 -1.5 0.5
-0.2 1.2 0.4
-0.4 0.1 0.1
-0.5 0.0 0.3
0.7 -0.3 -0.7
0.4 -0.2 -0.1
-0.5 -0.2 -0.2
-0.4 0.4 0.2
-1.9 0.4 1.0
1.9 -0.1 -3.1
-1.4 -0.6 0.3
0.1 -0.1 -0.4
0.8 1.6 0.0
0.4 -0.2 0.2
-0.1 0.3 0.5
-0.6 0.1 -0.1
-0.1 0.9 -1.2
1.2 0.8 -0.5
-1.4 -1.4 2.0
0.9 -0.8 -0.1
0.1 -1.0 0.9
-0.9 2.2 -0.4
0.8 0.1 0.9
-0.1 0.8 0.0
-0.9 -1.3 -0.7
-1.0 -0.9 1.0
-3.1 -1.2 -1.0
4.8 2.4 -0.3
0.7 -0.1 0.6
0.0 -0.2 0.1
0.8 0.2 0.0
-0.2 0.6 0.0
-0.7 -0.6 0.2
2.3 -0.1 -0.4
-0.2 -0.2 0.6
2.0 -0.8 0.3
-0.8 -2.0 -0.4
-1.1 2.5 0.1
0.3 0.1 0.1
0.0 -0.2 0.1
-0.3 0.0 -0.1
0.6 0.1 -0.1
0.8 0.4 -0.9
-1.0 -0.6 0.9
-0.5 0.9 1.3
-1.7 2.2 -1.4
1.1 -2.3 0.6
-1.9 -1.5 1.2
2.1 -0.1 -1.6
0.6 0.5 -0.4
0.5 -1.0 0.6
1.1 -0.1 0.9
-1.5 0.7 -1.3
-0.9 0.9 0.4
-0.8 1.0 -1.1
1.3 -1.5 0.4
1.0 0.7 -0.3
0.0 1.0 -0.3
-1.5 -1.6 0.4
-1.4 0.9 -0.2
1.2 -0.6 0.4
0.2 -0.1 -0.2
0.9 0.7 0.1
1.1 0.0 1.3
-1.7 -1.1 -1.3
-0.5 -0.4 -0.2
1.9 0.4 1.4
0.9 -0.2 -1.1
-0.3 -1.4 0.1
-0.5 1.5 1.4
-0.4 0.4 -0.8
-0.6 0.6 0.6
-2.1 0.4 -0.1
-1.0 -0.8 0.0
0.4 -0.4 1.8
-1.3 0.0 -1.2
-0.3 1.0 1.4
-0.9 0.1 0.3
0.7 -1.7 -0.4
-0.1 -0.5 -0.5
0.5 -0.3 0.8
-0.5 -0.1 -0.8
-0.4 -1.1 -1.7
0.5 0.6 1.4
0.3 0.2 0.0
-0.8 0.8 0.7
-0.1 0.0 -0.1
0.1 -0.8 -0.4
1.2 -0.7 -1.6
0.6 0.9 0.9
-1.4 0.0 0.4
-0.9 0.4 -1.4
1.2 -0.8 0.9
-0.2 0.3 0.5
0.0 0.8 -0.1
0.5 0.4 -0.2
-0.4 -1.0 0.3

---

[4]
ORCA calculation (ωB97M-V with the def2-TZVPD basis set) on a cluster of 2 separate species, CH3NO3 in total at a distorted geometry.

For the highest occupied orbital energy (alpha / beta), the calculation gives -9.907 / -9.904 eV. The calculation puts the LUMO energy (alpha / beta) at -1.391 / -1.390 eV. Its total energy is -320.1488 Eh. As for the energy above the lowest of the compared OMol25 structures with the same formula, charge and spin: 121.6 kcal per mole. As for the strongest force on any atom: 4.1 eV/A.

CARTESIAN COORDINATES (ANGSTROEM)
C -0.11497 0.10084 -0.46069
N -1.58829 -0.11502 -0.16471
O -2.35305 0.83213 -0.16489
O -1.81585 -1.29148 0.20643
O 0.55042 -1.02214 -0.43486
H 0.07884 0.74080 -1.34232
H 0.81923 1.13952 0.75371
H -0.03034 -1.71863 0.21741

Atomic forces in eV per Å
2.2 2.5 1.4
0.2 -0.3 1.7
0.7 -1.5 -0.4
-0.5 2.0 -0.6
-1.5 -3.4 1.9
-0.5 -0.4 0.6
-2.4 -1.6 -2.0
1.8 2.6 -2.5